# 1
A molecular structure, C29H23Br2I2N8OTi. Source: the Open Molecules 2025 dataset; level of theory: ωB97M-V with the def2-TZVPD basis set.

XYZ file:
```
66
Properties=species:S:1:pos:R:3
I 3.939 4.256 4.689
I 3.327 -1.380 2.656
Br 0.002 -6.828 -0.460
Br 3.064 -2.091 -6.011
Ti 0.061 -0.021 -0.250
O 1.815 0.274 0.445
N -1.465 0.512 -2.170
N -4.034 -1.527 -0.535
N 0.027 2.338 -0.275
N -3.046 -0.435 -3.381
N 1.092 -0.630 -2.057
N -0.435 0.834 1.936
N -2.218 -0.517 0.189
N 0.121 -2.167 -0.216
C -0.201 0.197 3.085
C 1.127 -1.964 -2.345
C 2.282 -1.520 -4.395
C 0.584 -2.813 -1.335
C -2.523 -0.276 -2.144
C -1.302 0.873 -3.486
C 0.077 -4.947 -0.374
C -0.341 -4.292 0.804
C -2.947 -0.801 -0.873
C 2.068 2.495 1.197
C -0.948 2.061 4.360
C 1.336 2.989 -0.023
C 1.707 0.222 -2.893
C 3.520 1.559 3.385
C 0.539 -4.219 -1.430
C -2.271 0.299 -4.247
C -1.039 2.767 0.641
C 2.539 3.378 2.153
C 2.314 1.117 1.331
C -1.162 2.735 3.170
C -0.447 0.769 4.320
C -4.003 -1.697 0.831
C -0.884 2.089 1.976
C 1.707 -2.422 -3.546
C 2.311 -0.151 -4.061
C -0.299 -2.929 0.818
C 3.261 2.913 3.245
C -2.878 -1.068 1.260
C 3.042 0.668 2.435
H -1.046 3.854 0.776
H -4.772 -2.237 1.353
H 1.947 2.803 -0.910
H -0.677 -4.847 1.667
H 2.341 4.438 2.048
H -1.514 3.758 3.164
H -2.508 -0.969 2.266
H 4.079 1.193 4.235
H 1.200 4.073 0.063
H -0.259 2.592 -1.214
H 1.718 -3.474 -3.789
H -2.478 0.346 -5.301
H -0.229 0.219 5.224
H 1.709 1.263 -2.585
H -1.997 2.478 0.197
H -4.753 -1.872 -1.147
H 0.880 -4.717 -2.324
H -1.145 2.546 5.307
H 2.800 0.572 -4.695
H 0.231 -0.794 3.004
H -3.834 -1.001 -3.643
H -0.612 -2.389 1.702
H -0.501 1.513 -3.812
```

Summary:
- total charge = +1
- orbital gap (spin up / spin down) (Ha) = 0.193 / 0.265
- 2S+1 = 3
- E_HOMO (spin up / spin down) (eV) = -7.84 / -10.08
- max |F| (eV Å⁻¹) = 0.36
- LUMO level (spin up / spin down) (eV) = -2.596 / -2.869

***

# 2
A molecular structure, C29H23BrCl2F2GaO9 at a distorted geometry. Source: the Open Molecules 2025 dataset; level of theory: ωB97M-V with the def2-TZVPD basis set.

XYZ file:
```
67
Properties=species:S:1:pos:R:3
Br -3.990 0.579 0.152
Ga -2.948 -0.055 2.296
Cl -0.883 -0.888 4.751
Cl -0.089 0.600 1.112
F -2.918 1.552 3.329
F -5.638 -3.547 2.472
O 0.781 -5.399 1.839
O 0.132 3.839 -4.615
O -4.797 7.071 -2.741
O -3.333 1.976 -2.719
O 3.004 0.715 -1.432
O -3.816 -2.891 1.203
O 1.182 -6.723 -3.279
O 6.794 3.515 2.497
O 2.942 -0.123 2.353
C 2.972 2.520 -2.941
C -3.363 5.421 -1.870
C 0.162 2.033 -3.106
C 4.672 2.900 1.685
C -3.668 3.144 -2.725
C 1.090 -6.418 -2.104
C -4.227 -1.414 3.159
C 0.883 1.247 -2.304
C 0.186 -4.922 -0.386
C 3.702 1.985 1.650
C -4.530 -2.680 2.208
C -0.135 -2.978 2.896
C 1.777 -7.199 -1.053
C 0.287 -5.254 -1.674
C 5.062 0.488 3.165
C 0.790 3.120 -3.884
C 5.909 2.678 2.463
C 2.343 1.431 -2.162
C -1.074 -0.770 1.856
C -5.136 4.905 -3.595
C 6.031 1.403 3.201
C -2.994 4.139 -1.865
C 2.251 3.305 -3.742
C -0.261 -1.386 3.093
C -4.461 5.900 -2.736
C -4.766 3.623 -3.591
C 0.873 -5.703 0.665
C 1.676 -6.868 0.234
C 3.824 0.710 2.387
H -0.208 -4.693 -2.455
H 0.093 -3.514 3.892
H -2.881 6.163 -1.247
H 6.944 1.256 3.765
H -5.249 2.881 -4.214
H -5.938 5.272 -4.223
H -5.252 -0.897 3.298
H 2.361 -8.048 -1.387
H 2.171 -7.429 1.016
H -2.191 3.772 -1.238
H -3.820 -1.735 4.189
H -0.399 -4.073 -0.052
H 0.437 0.447 -1.727
H -1.182 -1.588 1.070
H 2.789 2.132 1.086
H 4.042 2.641 -2.824
H 5.134 -0.451 3.700
H 0.814 -0.974 3.012
H -1.087 -3.350 2.390
H 0.738 -3.253 2.198
H 4.600 3.839 1.151
H -0.909 1.911 -3.222
H 2.696 4.106 -4.320
```

Summary:
- total charge = -1
- orbital gap (Ha) = 0.226
- E_HOMO (eV) = -6.07
- max |F| (eV Å⁻¹) = 5.16
- LUMO level (eV) = 0.070

***

# 3
A molecular structure, C29H23IrN3O6PS2 at a distorted geometry. Source: the Open Molecules 2025 dataset; level of theory: ωB97M-V with the def2-TZVPD basis set.

XYZ file:
```
65
Properties=species:S:1:pos:R:3
Ir -0.135 -0.184 0.144
S 1.742 -2.617 1.723
S 3.233 -3.329 -0.748
P -1.863 -1.276 -0.677
O 2.541 -1.924 -4.317
O 3.417 0.661 0.285
O -0.693 -2.049 3.576
O 1.439 1.148 1.060
O -0.786 -0.489 2.000
O 0.331 0.536 -1.717
N 2.656 0.742 1.214
N 1.495 -1.326 -0.554
N 1.786 -1.180 -1.898
C 1.912 -0.809 -4.727
C 1.308 0.595 -6.591
C 1.932 -0.531 -6.095
C -0.733 -3.922 -4.256
C -3.642 -3.227 0.034
C -1.125 -1.659 2.522
C -1.490 -2.318 -2.114
C -4.979 1.836 -1.957
C -0.124 -4.086 -3.018
C 3.328 -4.500 0.635
C -2.830 0.792 -2.220
C -0.502 -3.290 -1.953
C -4.369 -0.013 -0.545
C -4.283 -4.118 0.873
C -2.875 -3.395 2.679
C 2.089 -2.288 0.052
C -1.732 -2.976 -4.417
C -5.284 0.958 -0.927
C -3.897 -4.196 2.205
C 1.238 0.067 -3.858
C -2.117 -2.177 -3.349
C 3.163 -3.719 1.922
C 0.644 1.474 -5.737
C -3.751 1.753 -2.601
C 0.613 1.200 -4.386
C 1.121 -0.197 -2.412
C -3.144 -0.111 -1.198
C -2.226 -2.481 1.849
C -2.627 -2.396 0.513
H -2.545 -3.460 3.706
H 4.050 -3.127 2.142
H 4.300 -4.990 0.585
H 2.544 -5.248 0.527
H 2.455 -1.974 -3.341
H 0.162 2.360 -6.127
H 1.339 0.794 -7.655
H 2.953 -4.375 2.766
H -1.858 0.751 -2.696
H 0.106 1.864 -3.698
H -3.926 -3.174 -1.011
H -0.024 -3.416 -0.989
H 2.452 -1.221 -6.745
H -2.212 -2.851 -5.379
H -5.694 2.593 -2.251
H -4.613 -0.690 0.263
H -4.389 -4.892 2.873
H 0.659 -4.822 -2.889
H -3.505 2.446 -3.395
H -6.234 1.030 -0.414
H -5.073 -4.751 0.490
H -2.894 -1.438 -3.487
H -0.425 -4.533 -5.095
```

Summary:
- orbital gap (spin up / spin down) (Ha) = 0.216 / 0.216
- E_HOMO (spin up / spin down) (eV) = -7.44 / -7.44
- max |F| (eV Å⁻¹) = 3.30
- LUMO level (spin up / spin down) (eV) = -1.566 / -1.566

***

# 4
A molecular structure, C29H23N3PRuSe. Source: the Open Molecules 2025 dataset; level of theory: ωB97M-V with the def2-TZVPD basis set.

XYZ file:
```
58
Properties=species:S:1:pos:R:3
Ru 0.028 0.474 -0.632
Se 5.027 1.150 -1.858
P 1.297 -2.638 -1.826
N 1.499 2.078 -0.582
N 4.997 2.785 -1.255
N 3.314 0.847 -1.509
C 0.782 -0.233 -2.908
C 0.445 -1.609 -2.942
C 2.826 1.948 -0.981
C 0.136 0.638 -3.769
C 3.221 -1.062 1.851
C 3.347 4.282 -0.304
C 2.002 -1.968 -0.437
C 1.692 -6.975 -2.853
C 2.207 -0.318 1.276
C -2.169 1.132 -1.100
C -1.069 -0.339 1.063
C -1.999 -0.278 -1.180
C 1.178 3.267 -0.104
C -1.169 -1.199 -4.665
C -0.845 0.151 -4.641
C -0.532 -2.096 -3.812
C 3.072 -2.728 0.155
C -1.743 1.792 0.043
C -1.504 -1.024 -0.098
C 2.040 4.377 0.052
C 3.678 -2.266 1.281
C 1.553 -0.707 0.104
C 1.451 -4.305 -2.210
C -1.142 1.068 1.116
C 1.505 -5.272 -1.177
C 1.617 -6.601 -1.510
C 1.509 -4.695 -3.571
C 1.643 -6.029 -3.877
C 3.768 3.037 -0.843
H 3.412 -3.640 -0.317
H 1.639 -7.354 -0.735
H 1.788 -8.024 -3.106
H 3.689 -0.704 2.760
H -1.841 2.868 0.097
H 1.626 5.287 0.463
H 1.426 -4.975 -0.139
H -0.777 1.597 1.986
H -2.272 -0.786 -2.096
H 0.414 1.684 -3.794
H -0.805 -3.143 -3.822
H 1.917 0.607 1.759
H -2.589 1.687 -1.927
H 1.686 0.076 -2.371
H -1.435 -2.101 -0.159
H 0.153 3.398 0.206
H 1.491 -3.955 -4.361
H -1.921 -1.562 -5.353
H 1.716 -6.342 -4.909
H -0.635 -0.886 1.888
H 4.497 -2.807 1.733
H -1.343 0.831 -5.320
H 4.053 5.095 -0.201
```

Summary:
- total charge = +3
- orbital gap (Ha) = 0.210
- E_HOMO (eV) = -17.33
- max |F| (eV Å⁻¹) = 0.61
- LUMO level (eV) = -11.623